Here is a 2-piece molecular cluster, C21H37N2O8P2 overall in a non-equilibrium geometry from OMol25. Energies are from ωB97M-V/def2-TZVPD.

Results
* F_max: 9.22 eV/A
* HOMO level: -11.5 eV
* calculated total energy: -60298.854 eV
* ΔE to the lowest compared entry with this formula, charge and spin: 113.1 kcal per mole
* lowest unoccupied orbital energy: -5.061 eV
* net charge: +1

Bonds (Å) are listed after each position.
CARTESIAN COORDINATES (ANGSTROEM)
1 C 1.414 1.105 1.714  C2 1.426, H23 1.155, H24 1.142
2 C 1.034 0.041 2.583  C1 1.426, C3 1.601, H25 1.145
3 C 0.454 -1.380 2.129  C2 1.601, C4 1.606, H26 1.156, H27 1.149
4 C 1.430 -2.228 1.177  C3 1.606, C5 1.567, C18 1.580
5 C 2.944 -1.821 1.188  C4 1.567, C6 1.555, H28 1.138
6 C 3.893 -2.618 0.248  C5 1.555, C7 1.566, H29 1.146
7 C 3.306 -3.791 -0.608  C6 1.566, P8 1.923, N10 1.463
8 P 4.588 -4.690 -1.724  C7 1.923, N9 1.606, H30 1.451, H31 1.448
9 N 4.705 -6.252 -1.372  P8 1.606, H32 1.042
10 N 1.895 -4.176 -0.568  C7 1.463, C11 1.483, C18 1.465
11 C 1.369 -5.318 -1.354  N10 1.483, C12 1.613, H33 1.148, H34 1.160
12 C 0.520 -4.878 -2.654  C11 1.613, O13 1.251, O14 1.441
13 O 0.536 -3.697 -3.068  C12 1.251
14 O -0.271 -5.933 -3.234  C12 1.441, C15 1.443
15 C -0.738 -5.560 -4.547  O14 1.443, C16 1.601, O17 1.262
16 C 0.288 -5.268 -5.742  C15 1.601, H35 1.140, H36 1.140, H37 1.154
17 O -1.991 -5.524 -4.698  C15 1.262
18 C 0.952 -3.429 0.268  C4 1.580, N10 1.465, C19 1.626
19 C -0.634 -3.787 0.307  C18 1.626, O20 1.443, H38 1.160, H39 1.144
20 O -0.917 -5.031 0.981  C19 1.443, C21 1.452
21 C -1.131 -4.861 2.407  O20 1.452, C22 1.615, H40 1.159, H41 1.143
22 C 0.266 -5.101 3.179  C21 1.615, H42 1.155, H43 1.150, H44 1.151
23 H 1.287 2.173 2.135  C1 1.155
24 H 1.839 0.871 0.680  C1 1.142
25 H 1.136 0.235 3.707  C2 1.145
26 H -0.498 -1.156 1.512  C3 1.156
27 H 0.096 -1.965 3.051  C3 1.149
28 H 3.395 -0.994 1.826  C5 1.138
29 H 5.008 -2.350 0.231  C6 1.146
30 H 5.889 -4.093 -1.483  P8 1.451
31 H 4.207 -4.426 -3.096  P8 1.448
32 H 4.488 -6.793 -2.237  N9 1.042
33 H 2.169 -6.051 -1.729  C11 1.148
34 H 0.643 -5.959 -0.717  C11 1.160
35 H 0.102 -6.052 -6.549  C16 1.140
36 H 0.137 -4.188 -6.075  C16 1.140
37 H 1.358 -5.360 -5.319  C16 1.154
38 H -1.069 -3.894 -0.762  C19 1.160
39 H -1.256 -2.971 0.812  C19 1.144
40 H -1.821 -5.735 2.731  C21 1.159
41 H -1.680 -3.904 2.705  C21 1.143
42 H 0.064 -5.610 4.197  C22 1.155
43 H 0.761 -4.094 3.431  C22 1.150
44 H 0.952 -5.801 2.575  C22 1.151
45 O -1.796 7.943 -0.064  P46 1.532
46 P -1.537 6.443 0.114  O45 1.532, O47 1.663, O50 1.655, O53 1.713
47 O -2.499 6.231 1.454  P46 1.663, C48 1.422
48 C -3.807 6.786 1.516  O47 1.422, C49 1.516, H56 1.092, H57 1.094
49 C -4.850 5.747 1.157  C48 1.516, H58 1.094, H59 1.093, H60 1.093
50 O -0.084 6.591 0.893  P46 1.655, C51 1.423
51 C 0.778 7.686 0.610  O50 1.423, C52 1.517, H61 1.093, H62 1.093
52 C 0.637 8.747 1.686  C51 1.517, H63 1.093, H64 1.093, H65 1.094
53 O -1.225 4.760 0.182  P46 1.713, C54 1.418
54 C -2.185 3.863 -0.351  O53 1.418, C55 1.515, H66 1.092, H67 1.094
55 C -2.607 4.223 -1.761  C54 1.515, H68 1.095, H69 1.092, H70 1.093
56 H -3.919 7.661 0.873  C48 1.092
57 H -3.965 7.117 2.546  C48 1.094
58 H -4.760 5.456 0.106  C49 1.094
59 H -5.855 6.144 1.319  C49 1.093
60 H -4.727 4.845 1.761  C49 1.093
61 H 0.584 8.095 -0.385  C51 1.093
62 H 1.804 7.307 0.605  C51 1.093
63 H -0.401 9.068 1.805  C52 1.093
64 H 1.247 9.622 1.452  C52 1.093
65 H 0.954 8.348 2.653  C52 1.094
66 H -3.045 3.804 0.319  C54 1.092
67 H -1.725 2.871 -0.359  C54 1.094
68 H -3.101 5.200 -1.793  C55 1.095
69 H -3.301 3.477 -2.156  C55 1.092
70 H -1.737 4.279 -2.421  C55 1.093

So, what does the Löwdin scheme give us? The charges, in e, come out as: C 0.001; C -0.175; C -0.160; C -0.039; C 0.059; C 0.004; C -0.202; P 0.739; N -0.325; N -0.015; C -0.040; C -0.327; O 0.087; O 0.051; C -0.357; C 0.015; O 0.099; C 0.038; C -0.116; O -0.190; C -0.225; C -0.076; H 0.090; H 0.073; H 0.111; H 0.122; H 0.114; H 0.121; H 0.110; H 0.029; H 0.022; H -0.018; H 0.128; H 0.164; H 0.109; H 0.109; H 0.089; H 0.152; H 0.126; H 0.138; H 0.126; H 0.092; H 0.058; H 0.094; O -0.237; P 0.708; O -0.218; C -0.294; C -0.083; O -0.232; C -0.305; C -0.076; O -0.211; C -0.308; C -0.086; H 0.104; H 0.121; H 0.063; H 0.081; H 0.077; H 0.104; H 0.113; H 0.073; H 0.078; H 0.077; H 0.097; H 0.115; H 0.067; H 0.085; H 0.085